Computed, not measured: a molecular structure, C35H37Cl2N4O3W, with ωB97M-V/def2-TZVPD.

The geometry in XYZ format:
```
82
C35H37Cl2N4O3W ωB97M-V/def2-TZVPD
W -0.64872 -0.02026 -0.37275
Cl -0.01531 -5.93137 3.30488
C 0.06498 -4.77542 2.00628
C -0.46545 -3.50770 2.21981
C -0.42996 -2.55774 1.21006
N -0.89735 -1.23195 1.34263
C -1.32788 -0.70824 2.49552
O -1.52992 -1.23711 3.58407
C -1.62836 0.77728 2.35147
C -2.14095 1.47294 3.43246
C -2.49787 2.79608 3.26283
C -2.33436 3.37905 2.01704
C -1.80065 2.62290 0.99158
N -1.43803 1.34777 1.15590
C 0.17809 -2.88186 -0.02979
C 0.70294 -4.15019 -0.22400
C 0.64000 -5.09471 0.79344
Cl 1.32105 -6.66900 0.49606
N 0.22251 -1.85310 -0.98600
C 0.77700 -1.95794 -2.19548
O 1.40530 -2.88130 -2.70451
C 0.45870 -0.73560 -3.05133
C 0.66249 -0.80374 -4.41489
C 0.24087 0.25073 -5.20869
C -0.37843 1.33147 -4.60962
C -0.54143 1.32945 -3.23426
N -0.12714 0.32119 -2.46512
H -0.90614 -3.26350 3.17133
H -2.25406 0.93370 4.36248
H -2.90928 3.36484 4.08773
H -2.61529 4.40540 1.82468
H -1.66728 3.03000 0.00355
H 1.18344 -4.39100 -1.15745
H 1.13338 -1.69544 -4.80456
H 0.38509 0.22161 -6.28192
H -0.74096 2.17359 -5.18322
H -1.01067 2.15401 -2.72091
C -3.69212 -2.37875 -0.91586
C -3.78218 -0.85912 -0.72861
C -4.90040 -0.31665 -1.62872
C -4.17153 -0.56292 0.72192
C -2.44334 -0.24194 -1.15002
H -4.66475 -2.85271 -0.73333
H -2.96364 -2.80874 -0.22528
H -3.37303 -2.62764 -1.93164
H -5.86693 -0.76913 -1.38043
H -4.68453 -0.52827 -2.68007
H -4.99319 0.76806 -1.51671
H -5.18462 -0.92687 0.92723
H -4.15722 0.51378 0.92092
H -3.50094 -1.05200 1.42681
H -2.53967 0.05270 -2.20682
C 0.93310 3.47600 -1.19822
C 2.38981 3.04304 -1.30833
C 2.64854 2.07038 -2.46139
C 2.97511 2.49016 -0.02336
C 4.11166 3.13314 0.46090
C 4.83797 2.65418 1.53596
C 4.42479 1.45924 2.10302
C 3.29833 0.77529 1.66520
C 2.97685 -0.54377 2.34062
C 2.90602 -1.70258 1.34572
C 1.73272 -0.41399 3.21622
C 2.48700 1.31341 0.62068
O 1.37173 0.70485 0.25494
H 0.58804 3.94183 -2.12905
H 0.81055 4.19801 -0.38656
H 0.30174 2.62046 -0.97823
H 2.96390 3.94948 -1.52716
H 2.28983 1.07546 -2.20991
H 3.72273 1.99816 -2.64518
H 2.16231 2.39370 -3.38722
H 4.44105 4.03446 -0.04972
H 5.71602 3.17546 1.89790
H 4.99673 1.02282 2.91740
H 3.82138 -0.75642 3.00493
H 2.20441 -1.48728 0.54546
H 2.59988 -2.62899 1.84158
H 3.88538 -1.86981 0.88935
H 0.92711 0.01725 2.62881
H 1.92523 0.25872 4.05603
H 1.39782 -1.37728 3.61090
```

Net charge: -1
Spin multiplicity: 3
Gap between HOMO and LUMO (spin up / spin down) (eV): 5.7448 / 6.5182
LUMO (spin up / spin down) (hartree): 0.08124 / 0.08227
HOMO (spin up / spin down) (eV): -3.53 / -4.28

***

Computed, not measured: 2 unconnected molecules or ions with the total composition C35H37ClFN5O at a distorted geometry, with ωB97M-V/def2-TZVPD.

The geometry in XYZ format:
```
80
C35H37ClFN5O ωB97M-V/def2-TZVPD
Cl 3.89727 4.59880 17.32162
C 3.71775 2.84975 16.98255
N 3.37807 2.57177 15.55232
C 2.03786 3.19017 15.18348
C 1.70025 2.83488 13.77496
N 2.78546 1.95702 13.25179
F 2.36312 1.60519 11.81121
C 2.95386 0.69974 14.02348
C 3.28822 1.08159 15.42625
C 4.07317 2.71237 13.19346
C 4.45721 3.06308 14.59459
H 4.66869 2.36029 17.23146
H 2.90531 2.46866 17.61633
H 1.29709 2.79100 15.88816
H 2.14366 4.27278 15.32757
H 0.76003 2.28602 13.67996
H 1.67789 3.70732 13.11348
H 2.02452 0.14382 13.95741
H 3.74782 0.13068 13.53302
H 4.26685 0.67768 15.72884
H 2.51478 0.74267 16.13137
H 4.80308 2.05937 12.70787
H 3.89270 3.59228 12.56985
H 4.55160 4.14373 14.75159
H 5.38678 2.56026 14.89482
C 3.09097 1.47693 9.00398
O 1.70897 1.02434 9.04653
C 0.92226 1.10287 7.97383
C 1.25610 2.02994 6.87015
C 1.75528 1.48452 5.67402
C 1.95225 2.29640 4.55849
C 1.68747 3.66630 4.64012
C 1.28934 4.23235 5.85620
C 1.10849 3.42854 6.98314
C -0.07142 0.12555 7.79181
N -0.75013 -0.17440 6.63781
C -1.11463 0.54745 5.49034
C -1.23371 -0.19156 4.30794
C -1.55469 0.47063 3.12029
C -1.85357 1.83765 3.15308
C -1.81007 2.54847 4.35938
C -1.49729 1.88818 5.54627
N -1.29871 -1.43422 6.68198
C -1.01498 -1.90361 7.87058
C -1.54640 -3.15634 8.38430
C -1.80600 -3.35506 9.75606
C -2.36181 -4.55106 10.19605
C -2.69401 -5.54855 9.26883
C -2.46637 -5.34713 7.89920
C -1.91225 -4.15279 7.45137
N -0.23485 -1.00170 8.59149
C 0.50900 -1.31010 9.75556
C 0.29310 -0.57274 10.90460
C 0.88444 -1.00172 12.09616
C 1.89588 -1.96742 12.04835
C 2.17444 -2.63538 10.85903
C 1.43551 -2.34404 9.70503
H 3.49654 1.21831 9.98537
H 3.63648 0.93814 8.21670
H 3.12913 2.56439 8.85226
H 1.96931 0.41620 5.64117
H 2.29001 1.85073 3.62448
H 1.78325 4.29333 3.75195
H 1.10197 5.30671 5.92638
H 0.80135 3.84525 7.94744
H -1.07161 -1.26691 4.35113
H -1.56365 -0.09478 2.18678
H -2.11186 2.35381 2.22874
H -2.01998 3.61876 4.37397
H -1.53371 2.38249 6.51742
H -1.55168 -2.56206 10.46126
H -2.53761 -4.69665 11.26358
H -3.13740 -6.48193 9.61930
H -2.72882 -6.12643 7.18264
H -1.73806 -3.96919 6.39102
H -0.35451 0.30396 10.87099
H 0.52614 -0.58604 13.03686
H 2.46196 -2.20573 12.95320
H 2.95447 -3.39386 10.81720
H 1.59292 -2.88602 8.77096
```

Net charge: +2
Gap between HOMO and LUMO (eV): 2.8150
LUMO (hartree): -0.26347
HOMO (eV): -9.98